Entry 1:
Density functional theory data (ωB97M-V/def2-TZVPD) for a structure of composition C26H48Cl3N5O3PSiSm in a non-equilibrium geometry.

The geometry in ORCA input format:
```
! wB97M-V def2-TZVPD RIJCOSX def2/J DEFGRID3
* xyz 0 6
C 4.37 1.82 -3.91
C 3.36 0.70 -3.88
H 5.09 1.79 -4.75
H 4.97 1.70 -3.00
H 3.91 2.81 -3.89
C 3.73 -0.51 -4.33
C 5.15 -0.90 -4.62
H 3.01 -1.31 -4.48
H 5.84 -0.66 -3.79
H 5.57 -0.40 -5.51
H 5.25 -1.98 -4.80
Sm -0.07 -0.09 2.06
Cl -1.86 1.89 0.91
Cl 0.35 0.65 4.49
C -2.11 -1.26 -0.28
O -1.35 -1.43 0.74
N -2.73 -2.28 -0.85
C -2.44 -3.67 -0.48
C -3.71 -2.06 -1.90
H -2.27 -0.24 -0.68
H -1.83 -3.68 0.42
H -1.91 -4.17 -1.30
H -3.39 -4.19 -0.30
H -3.84 -0.98 -2.06
H -4.68 -2.49 -1.61
H -3.40 -2.52 -2.85
H 3.67 -0.24 -0.52
H 3.46 -3.59 -1.81
C 4.11 -1.18 -0.14
C 3.56 -3.57 -0.71
N 3.13 -2.28 -0.16
H 4.49 -1.01 0.89
C 1.95 -2.28 0.49
O 1.65 -1.61 1.52
H 2.90 -4.33 -0.29
H 1.23 -3.00 0.05
H 4.94 -1.48 -0.80
H 4.61 -3.76 -0.43
O 1.90 1.80 -2.22
C 1.92 1.05 -3.35
C 1.29 -1.28 -2.64
C 0.90 -0.13 -3.31
H 2.24 -1.26 -2.08
C 0.56 -2.47 -2.75
H 1.57 1.61 -4.28
C -0.33 -0.12 -3.98
H 0.92 -3.38 -2.27
C -0.59 -2.50 -3.54
C -1.06 -1.31 -4.11
H -0.71 0.80 -4.46
H -1.08 -3.46 -3.75
H -2.00 -1.33 -4.67
Si 2.32 3.35 0.83
Cl 1.38 1.13 0.50
C 3.41 3.13 2.36
C 0.80 4.32 1.34
C 3.34 3.92 -0.57
H 3.91 2.15 2.33
H 2.79 3.17 3.28
H 4.20 3.89 2.48
H 4.26 3.32 -0.65
H 3.63 4.97 -0.39
H 2.77 3.81 -1.50
H -0.02 3.62 1.59
H 0.46 4.97 0.53
H 0.99 4.96 2.23
C -5.62 1.61 4.14
N -5.59 0.54 3.12
C -5.30 -0.76 3.77
N -4.04 -0.73 4.56
C -4.11 0.36 5.55
N -4.38 1.68 4.95
C -3.24 2.16 4.15
P -2.94 0.99 2.79
C -4.62 0.83 2.05
C -2.86 -0.65 3.70
H -6.46 1.38 4.82
H -5.78 2.57 3.64
H -5.22 -1.53 2.99
H -6.12 -0.97 4.46
H -3.16 0.41 6.10
H -4.94 0.13 6.23
H -3.46 3.15 3.73
H -2.32 2.20 4.75
H -4.61 0.02 1.30
H -4.88 1.79 1.56
H -1.93 -0.64 4.29
H -2.84 -1.48 2.97
*
```

Output
- ΔE to the lowest compared entry with this formula, charge and spin (kcal per mole) = 7.7
- Kohn-Sham gap (alpha / beta) (eV) = 5.33 / 5.93
- expectation value of S² = 9.051
- highest occupied orbital energy (alpha / beta) (Ha) = -0.2050 / -0.2177

***

Entry 2:
Density functional theory data (ωB97M-V/def2-TZVPD) for a cluster of 2 separate species, C26H48ClF3IN4O5S in total in a non-equilibrium geometry.

The geometry in ORCA input format:
```
! wB97M-V def2-TZVPD RIJCOSX def2/J DEFGRID3
* xyz 1 1
C -0.50 -4.40 -3.95
C 0.57 -4.14 -2.69
N 0.14 -2.99 -1.97
C 0.13 -2.70 -0.55
C -0.16 -4.17 0.18
C -1.55 -4.92 0.11
C -1.94 -5.79 -1.22
O -2.98 -5.61 -2.03
O -1.06 -6.96 -1.55
C -1.28 -1.79 -0.43
Cl -2.62 -2.39 -1.64
C -1.18 -0.25 -0.91
C -2.49 0.69 -0.95
C -3.05 0.89 -2.52
I -4.21 0.29 0.28
O -1.67 -1.91 0.97
C -0.69 -1.42 1.91
S -0.96 -2.46 3.50
C -1.28 0.05 2.45
C -0.46 0.65 3.73
F -1.38 0.69 4.92
C 0.87 -1.35 1.46
F 1.59 -1.78 2.66
N 1.33 -1.97 0.12
C 2.45 -2.97 0.50
C 3.25 -3.68 -0.73
F 3.10 -5.19 -0.79
N 1.92 -1.00 -0.54
C 1.95 -0.58 -1.91
C 1.65 1.06 -2.19
O 2.29 -1.18 -3.07
C 3.12 -0.26 -0.08
C 4.68 -0.66 -0.55
O 3.15 0.90 0.65
H -0.01 -4.01 -4.97
H -1.50 -3.80 -3.83
H -0.67 -5.56 -4.13
H 0.72 -5.19 -2.22
H 1.59 -3.90 -3.28
H -0.06 -2.23 -2.65
H 0.68 -4.99 -0.08
H 0.03 -4.02 1.36
H -2.53 -4.30 0.40
H -1.52 -5.75 0.98
H -1.30 -7.70 -0.89
H -0.33 0.37 -0.35
H -0.80 -0.28 -2.05
H -2.13 1.79 -0.67
H -3.64 1.92 -2.51
H -3.84 0.05 -2.79
H -2.15 0.96 -3.27
H -0.13 -1.99 4.53
H -1.27 0.87 1.62
H -2.41 -0.11 2.78
H 0.48 0.05 4.06
H -0.12 1.78 3.54
H 0.98 -0.16 1.45
H 3.35 -2.48 1.12
H 2.17 -3.80 1.26
H 3.04 -3.27 -1.80
H 4.44 -3.56 -0.60
H 0.83 1.08 -3.05
H 2.63 1.49 -2.66
H 1.27 1.61 -1.23
H 5.13 -1.46 0.18
H 5.36 0.31 -0.67
H 4.66 -1.18 -1.62
C -1.06 7.76 -0.04
C -1.58 6.47 0.58
N -0.62 5.37 0.57
C -1.21 4.07 0.90
C -1.77 3.89 2.31
C 0.68 5.64 1.19
C 0.70 6.06 2.65
H -0.72 7.60 -1.06
H -1.87 8.51 -0.07
H -0.25 8.20 0.55
H -2.47 6.17 0.00
H -1.94 6.68 1.60
H -0.48 3.28 0.71
H -2.03 3.88 0.19
H -0.97 3.77 3.04
H -2.38 2.99 2.35
H -2.40 4.73 2.62
H 1.19 6.42 0.60
H 1.33 4.76 1.06
H -0.07 6.80 2.88
H 1.66 6.50 2.90
H 0.56 5.20 3.32
*
```

Output
- Kohn-Sham gap (eV) = 4.88
- highest occupied orbital energy (Ha) = -0.3752

***

Entry 3:
Density functional theory data (ωB97M-V/def2-TZVPD) for a structure of composition C26H48HgN4O6Ti2 in a non-equilibrium geometry.

The geometry in ORCA input format:
```
! wB97M-V def2-TZVPD RIJCOSX def2/J DEFGRID3
* xyz 2 7
Ti -3.08 23.76 11.41
Ti -4.40 22.56 5.72
Hg -4.75 21.93 9.12
O -3.35 21.36 7.26
C -2.07 21.78 7.74
C -1.76 21.51 9.22
O -2.76 21.78 10.17
H -2.00 22.87 7.56
H -1.29 21.27 7.17
H -0.83 22.07 9.43
H -1.47 20.46 9.32
N 2.96 19.79 7.17
C 2.10 18.87 7.68
C 1.53 19.42 8.81
C 2.20 20.66 9.05
C 3.04 20.88 8.00
H 3.52 19.63 6.35
H 1.87 18.00 7.09
H 0.84 18.96 9.50
H 2.07 21.36 9.85
H 3.76 21.66 7.79
N -4.48 24.35 3.38
C -4.19 25.09 4.49
C -3.01 24.62 5.06
C -2.58 23.56 4.21
C -3.50 23.42 3.18
H -5.27 24.53 2.79
H -4.81 25.92 4.78
H -2.56 25.01 5.96
H -1.73 22.90 4.32
H -3.45 22.73 2.36
N -2.97 18.24 7.52
C -3.75 17.28 6.93
C -2.96 16.19 6.68
C -1.65 16.50 7.15
C -1.69 17.77 7.68
H -3.27 19.17 7.76
H -4.81 17.40 6.79
H -3.25 15.24 6.26
H -0.81 15.83 7.10
H -0.94 18.36 8.18
N 0.17 20.10 5.39
C 0.79 20.96 4.50
C 0.41 20.60 3.23
C -0.53 19.53 3.36
C -0.61 19.21 4.69
H 0.41 19.97 6.36
H 1.40 21.77 4.87
H 0.69 21.11 2.32
H -1.06 18.99 2.59
H -1.12 18.44 5.24
C -5.17 19.29 3.04
C -3.85 19.60 3.69
O -3.95 20.66 4.67
H -5.00 18.57 2.24
H -5.69 20.15 2.62
H -5.85 18.81 3.75
H -3.15 19.95 2.93
H -3.45 18.68 4.11
H -3.24 20.57 5.32
C -0.94 18.45 13.53
C -1.33 18.92 12.16
O -2.75 18.99 12.10
H -1.42 17.51 13.80
H -1.20 19.19 14.28
H 0.13 18.23 13.58
H -0.90 18.26 11.39
H -0.86 19.89 11.93
H -3.02 19.68 11.48
C 0.39 25.72 12.26
C 0.38 24.59 11.29
O -0.97 24.51 10.69
H -0.45 25.64 12.96
H 0.31 26.67 11.75
H 1.30 25.75 12.86
H 0.67 23.63 11.71
H 1.06 24.77 10.45
H -0.91 23.75 10.09
C 0.91 23.83 6.87
C 0.31 25.12 7.35
O -0.12 25.92 6.23
H 0.11 23.19 6.48
H 1.41 23.31 7.69
H 1.63 23.99 6.06
H 1.04 25.68 7.94
H -0.61 24.94 7.93
H -0.40 26.78 6.56
*
```

Output
- Kohn-Sham gap (alpha / beta) (eV) = 5.61 / 4.32
- expectation value of S² = 12.013
- highest occupied orbital energy (alpha / beta) (Ha) = -0.4341 / -0.4566

***

What did the third record say?
Density functional theory data (ωB97M-V/def2-TZVPD) for a structure of composition C26H48HgN4O6Ti2 in a non-equilibrium geometry.

The geometry in ORCA input format:
```
! wB97M-V def2-TZVPD RIJCOSX def2/J DEFGRID3
* xyz 2 7
Ti -3.08 23.76 11.41
Ti -4.40 22.56 5.72
Hg -4.75 21.93 9.12
O -3.35 21.36 7.26
C -2.07 21.78 7.74
C -1.76 21.51 9.22
O -2.76 21.78 10.17
H -2.00 22.87 7.56
H -1.29 21.27 7.17
H -0.83 22.07 9.43
H -1.47 20.46 9.32
N 2.96 19.79 7.17
C 2.10 18.87 7.68
C 1.53 19.42 8.81
C 2.20 20.66 9.05
C 3.04 20.88 8.00
H 3.52 19.63 6.35
H 1.87 18.00 7.09
H 0.84 18.96 9.50
H 2.07 21.36 9.85
H 3.76 21.66 7.79
N -4.48 24.35 3.38
C -4.19 25.09 4.49
C -3.01 24.62 5.06
C -2.58 23.56 4.21
C -3.50 23.42 3.18
H -5.27 24.53 2.79
H -4.81 25.92 4.78
H -2.56 25.01 5.96
H -1.73 22.90 4.32
H -3.45 22.73 2.36
N -2.97 18.24 7.52
C -3.75 17.28 6.93
C -2.96 16.19 6.68
C -1.65 16.50 7.15
C -1.69 17.77 7.68
H -3.27 19.17 7.76
H -4.81 17.40 6.79
H -3.25 15.24 6.26
H -0.81 15.83 7.10
H -0.94 18.36 8.18
N 0.17 20.10 5.39
C 0.79 20.96 4.50
C 0.41 20.60 3.23
C -0.53 19.53 3.36
C -0.61 19.21 4.69
H 0.41 19.97 6.36
H 1.40 21.77 4.87
H 0.69 21.11 2.32
H -1.06 18.99 2.59
H -1.12 18.44 5.24
C -5.17 19.29 3.04
C -3.85 19.60 3.69
O -3.95 20.66 4.67
H -5.00 18.57 2.24
H -5.69 20.15 2.62
H -5.85 18.81 3.75
H -3.15 19.95 2.93
H -3.45 18.68 4.11
H -3.24 20.57 5.32
C -0.94 18.45 13.53
C -1.33 18.92 12.16
O -2.75 18.99 12.10
H -1.42 17.51 13.80
H -1.20 19.19 14.28
H 0.13 18.23 13.58
H -0.90 18.26 11.39
H -0.86 19.89 11.93
H -3.02 19.68 11.48
C 0.39 25.72 12.26
C 0.38 24.59 11.29
O -0.97 24.51 10.69
H -0.45 25.64 12.96
H 0.31 26.67 11.75
H 1.30 25.75 12.86
H 0.67 23.63 11.71
H 1.06 24.77 10.45
H -0.91 23.75 10.09
C 0.91 23.83 6.87
C 0.31 25.12 7.35
O -0.12 25.92 6.23
H 0.11 23.19 6.48
H 1.41 23.31 7.69
H 1.63 23.99 6.06
H 1.04 25.68 7.94
H -0.61 24.94 7.93
H -0.40 26.78 6.56
*
```

Output
- Kohn-Sham gap (alpha / beta) (eV) = 5.61 / 4.32
- expectation value of S² = 12.013
- highest occupied orbital energy (alpha / beta) (Ha) = -0.4341 / -0.4566